{"formula": "C24H46O24", "method": "the ωB97M-V functional and the def2-TZVPD basis", "symbols": ["C", "C", "O", "C", "O", "O", "H", "H", "H", "H", "C", "O", "C", "O", "O", "C", "H", "H", "H", "H", "H", "H", "C", "O", "C", "O", "O", "C", "H", "H", "H", "H", "H", "H", "C", "O", "C", "O", "O", "C", "H", "H", "H", "H", "H", "H", "C", "O", "C", "O", "O", "C", "H", "H", "H", "H", "H", "H", "C", "O", "C", "O", "O", "C", "H", "H", "H", "H", "H", "H", "C", "O", "C", "O", "O", "C", "H", "H", "H", "H", "H", "H", "C", "O", "C", "O", "O", "C", "H", "H", "H", "H", "H", "H"], "xyz": [[5.79, -0.22, 1.74], [5.43, -0.02, 3.24], [6.67, 0.16, 3.87], [7.70, 0.12, 3.00], [8.89, 0.19, 3.25], [7.21, -0.13, 1.78], [5.37, 0.57, 1.13], [5.37, -1.14, 1.33], [4.95, -0.93, 3.60], [4.85, 0.89, 3.39], [-1.15, 1.45, 1.09], [-1.42, 0.58, 0.00], [-0.87, -0.67, -0.08], [-0.16, -1.09, 0.83], [-1.25, -1.33, -1.20], [-0.76, -2.62, -1.43], [-1.63, 2.39, 0.82], [-0.07, 1.60, 1.13], [-1.64, 1.02, 1.96], [0.24, -2.45, -1.84], [-1.42, -3.18, -2.08], [-0.69, -3.22, -0.52], [4.17, 7.94, -0.02], [3.80, 8.88, 0.96], [3.59, 8.45, 2.20], [3.60, 7.26, 2.59], [3.42, 9.49, 2.97], [3.50, 9.49, 4.42], [5.01, 8.39, -0.55], [3.29, 7.77, -0.64], [4.59, 7.00, 0.33], [2.80, 10.19, 4.87], [4.55, 9.56, 4.71], [3.16, 8.51, 4.77], [-6.55, 5.38, -1.94], [-7.25, 5.14, -0.74], [-6.83, 5.68, 0.38], [-5.85, 6.48, 0.46], [-7.60, 5.17, 1.41], [-7.06, 5.23, 2.79], [-6.81, 4.72, -2.77], [-5.47, 5.29, -1.86], [-6.69, 6.44, -2.16], [-7.08, 6.23, 3.22], [-6.02, 4.89, 2.83], [-7.53, 4.63, 3.56], [3.62, -9.19, -4.05], [2.34, -9.21, -3.35], [2.25, -9.82, -2.12], [3.11, -10.46, -1.52], [0.96, -9.80, -1.83], [0.47, -10.74, -0.93], [3.76, -10.08, -4.67], [4.39, -9.17, -3.28], [3.74, -8.25, -4.59], [-0.56, -10.63, -0.60], [1.05, -10.90, -0.02], [0.42, -11.62, -1.58], [-2.94, 15.27, 0.22], [-2.19, 14.21, -0.33], [-2.69, 13.36, -1.19], [-3.85, 13.28, -1.74], [-1.79, 12.36, -1.24], [-2.04, 11.14, -1.91], [-3.51, 14.84, 1.05], [-3.64, 15.70, -0.49], [-2.24, 16.04, 0.55], [-1.47, 10.40, -1.35], [-1.67, 11.11, -2.94], [-3.12, 10.96, -1.93], [-9.27, -12.01, -6.96], [-8.46, -10.90, -6.72], [-7.10, -10.91, -6.95], [-6.40, -11.93, -7.22], [-6.69, -9.64, -6.71], [-5.26, -9.42, -6.78], [-10.22, -11.84, -6.46], [-8.96, -12.98, -6.58], [-9.54, -12.20, -8.00], [-4.97, -8.36, -6.77], [-4.89, -9.91, -7.67], [-4.69, -9.80, -5.93], [4.96, -6.13, 3.99], [5.91, -5.64, 4.95], [7.13, -6.25, 5.10], [7.46, -7.21, 4.44], [7.82, -5.88, 6.24], [7.26, -5.01, 7.23], [4.25, -5.31, 3.88], [4.40, -6.99, 4.36], [5.39, -6.46, 3.05], [7.04, -4.01, 6.85], [7.97, -4.85, 8.05], [6.31, -5.32, 7.64]], "mulliken_charge": [-0.2307, -0.2220, -0.3552, 0.7208, -0.5481, -0.3472, 0.2314, 0.2608, 0.2342, 0.2557, -0.5804, -0.3071, 0.7880, -0.5692, -0.2866, -0.6214, 0.2055, 0.2819, 0.2783, 0.2792, 0.2257, 0.3060, -0.6600, -0.2881, 0.8315, -0.6091, -0.3097, -0.6406, 0.2531, 0.2494, 0.3354, 0.2471, 0.2756, 0.3151, -0.6297, -0.2873, 0.7560, -0.5817, -0.2912, -0.6497, 0.2417, 0.2966, 0.2916, 0.2860, 0.2839, 0.2837, -0.6296, -0.3019, 0.7743, -0.5471, -0.2926, -0.6660, 0.2593, 0.3129, 0.2521, 0.2467, 0.2876, 0.3041, -0.6147, -0.2783, 0.8060, -0.6191, -0.2953, -0.6147, 0.2804, 0.3146, 0.2199, 0.2096, 0.2593, 0.3324, -0.6832, -0.2855, 0.7458, -0.5759, -0.2782, -0.6253, 0.2690, 0.3103, 0.2964, 0.2501, 0.2915, 0.2849, -0.6268, -0.3174, 0.7454, -0.5404, -0.3001, -0.5836, 0.2210, 0.2856, 0.3113, 0.2586, 0.2588, 0.2881], "relative_energy_ev": 5.191, "molar_mass_g_mol": 718.6, "spin_multiplicity": 1, "smiles": "COC(=O)OC.COC(=O)OC.COC(=O)OC.COC(=O)OC.COC(=O)OC.COC(=O)OC.COC(=O)OC.O=C1OCCO1"}

---

{"formula": "C24H47BrIN3O3PSi", "method": "the ωB97M-V functional and the def2-TZVPD basis", "symbols": ["C", "Si", "C", "C", "C", "C", "C", "C", "C", "C", "C", "N", "C", "N", "C", "Br", "C", "C", "P", "O", "I", "N", "C", "C", "C", "C", "C", "C", "H", "H", "H", "H", "H", "H", "H", "H", "H", "H", "H", "H", "H", "H", "H", "H", "H", "H", "H", "H", "H", "H", "H", "H", "H", "H", "H", "H", "H", "H", "H", "H", "H", "H", "H", "C", "C", "O", "H", "H", "H", "H", "H", "H", "C", "C", "O", "H", "H", "H", "H", "H", "H"], "xyz": [[-3.78, 1.66, 3.22], [-3.03, 0.13, 2.25], [-4.28, -1.32, 2.35], [-1.31, -0.21, 3.04], [-0.40, -1.34, 2.23], [0.92, -0.67, 1.52], [1.91, -1.79, 0.78], [3.42, -1.15, 0.73], [4.36, -1.68, -0.50], [3.70, -1.55, -2.00], [4.36, -0.35, -2.93], [3.76, -0.49, -4.30], [2.89, 0.38, -4.89], [2.30, 0.07, -6.28], [0.83, -0.29, -5.94], [0.69, -2.28, -6.35], [0.43, 0.02, -4.38], [0.96, 1.48, -3.81], [0.63, 1.77, -1.95], [2.03, 1.20, -1.09], [0.67, 4.24, -1.67], [2.39, 1.62, -4.23], [-2.92, 0.68, 0.36], [-2.80, 2.28, -0.01], [-2.72, 2.80, -1.60], [-2.75, 1.72, -2.87], [-2.86, 0.11, -2.47], [-2.94, -0.41, -0.89], [-4.55, 2.20, 2.50], [-4.26, 1.32, 4.24], [-2.90, 2.45, 3.41], [-4.16, -2.02, 3.28], [-4.22, -1.93, 1.33], [-5.38, -0.86, 2.40], [-0.62, 0.76, 3.10], [-1.46, -0.54, 4.17], [-1.05, -2.01, 1.51], [0.01, -2.08, 3.07], [0.53, 0.16, 0.78], [1.54, -0.16, 2.37], [1.43, -2.02, -0.27], [1.87, -2.76, 1.44], [3.96, -1.50, 1.73], [3.39, 0.04, 0.80], [5.34, -1.01, -0.50], [4.73, -2.79, -0.26], [3.97, -2.56, -2.57], [2.54, -1.38, -2.02], [4.33, 0.71, -2.44], [5.51, -0.63, -3.03], [4.03, -1.36, -4.85], [2.78, -0.76, -6.70], [0.06, 0.23, -6.65], [-0.76, 0.07, -4.33], [0.72, -0.89, -3.66], [0.32, 2.30, -4.40], [2.00, 1.52, -0.13], [3.02, 2.04, -3.52], [-2.80, 3.11, 0.82], [-2.64, 3.93, -1.86], [-2.72, 2.05, -4.00], [-2.87, -0.67, -3.35], [-3.00, -1.57, -0.73], [-0.32, -6.30, 4.44], [-0.05, -5.13, 3.51], [-0.22, -3.91, 4.20], [-1.34, -6.24, 4.84], [-0.19, -7.25, 3.92], [0.36, -6.27, 5.30], [-0.74, -5.15, 2.66], [0.98, -5.17, 3.12], [0.41, -3.90, 4.95], [-2.39, 5.81, 2.69], [-0.90, 5.54, 2.77], [-0.62, 4.25, 2.26], [-2.95, 5.06, 3.25], [-2.63, 6.81, 3.08], [-2.73, 5.75, 1.65], [-0.56, 5.58, 3.81], [-0.33, 6.28, 2.20], [-0.91, 4.22, 1.33]], "mulliken_charge": [-0.8600, 0.0268, -0.8722, -0.5659, -0.0063, -0.3126, 0.0458, -0.5572, -0.7455, 0.2264, -0.7439, 0.0008, 0.3135, -0.4617, -0.0605, -0.1287, -0.6986, -0.0120, 0.2688, -0.3594, -0.1372, -0.2826, 0.5863, -0.1251, -0.7099, -0.4180, -0.4116, -0.3605, 0.2809, 0.3574, 0.0809, 0.3066, 0.2211, 0.2564, 0.2459, 0.3308, 0.2410, 0.0725, -0.2788, 0.3167, 0.1862, 0.1104, 0.3727, 0.1467, 0.3198, 0.3123, 0.3495, -0.2864, 0.1082, 0.3521, 0.3347, 0.3637, 0.4400, 0.1721, 0.1830, 0.2799, 0.2664, 0.3976, 0.2272, 0.4282, 0.4034, 0.3496, 0.1661, -1.1962, -0.1231, -0.5052, 0.2923, 0.3541, 0.3556, 0.2911, 0.2297, 0.2534, -0.9508, -0.1874, -0.3679, 0.1714, 0.3805, 0.2874, 0.2988, 0.2629, 0.0997], "energy_ha": -4834.517060, "molar_mass_g_mol": 691.5, "spin_multiplicity": 1, "total_charge": 1}